(1)
2 unconnected molecules or ions with the total composition C4H12NO3. Source: the Open Molecules 2025 dataset; level of theory: wB97M-V/def2-TZVPD.

Last column: natural (NBO) charge in e.
CARTESIAN COORDINATES (ANGSTROEM)
C: -0.457 -1.053 1.885  -0.62
C: -0.154 0.413 1.540  -0.09
C: 1.275 0.824 1.688  -0.09
O: 1.330 2.254 1.915  -0.74
N: -0.568 0.692 0.143  -0.72
C: 0.194 0.013 -1.048  0.13
O: -0.572 -0.934 -1.606  -0.94
H: 0.305 -1.702 1.441  0.21
H: -1.463 -1.355 1.619  0.21
H: -0.401 -1.273 2.957  0.18
H: -0.815 1.027 2.158  0.18
H: 1.993 0.456 2.434  0.17
H: 1.893 0.522 0.830  0.18
H: 0.918 2.631 1.138  0.47
H: -1.472 0.275 -0.028  0.37
H: 0.425 0.933 -1.613  0.10
H: 1.081 -0.524 -0.637  0.08
H: -0.831 -1.214 -3.115  0.52
H: -0.993 -2.625 -3.898  0.44
O: -1.020 -1.657 -4.014  -1.04

Properties
Orbital gap (eV): 7.2
Lowest unoccupied orbital energy (eV): 3.730
Charge: -1
Max |F| (eV/A): 2.269
Energy relative to the best compared isomer or geometry (same formula, charge and spin) (kJ/mol): 113.2
Highest occupied orbital energy (eV): -3.4458

(2)
A gas-phase ion, C8H10N2O2PS (charge +1). Source: the Open Molecules 2025 dataset; level of theory: wB97M-V/def2-TZVPD.

Last column: natural (NBO) charge in e.
CARTESIAN COORDINATES (ANGSTROEM)
C: -1.344 -2.101 -0.219  0.00
C: -2.548 -2.722 -0.129  -0.38
C: -0.360 0.093 0.061  0.10
C: -2.757 -0.359 0.015  0.28
C: 0.970 -0.110 -0.337  0.72
C: 4.316 1.049 -0.549  -0.63
C: -2.444 1.782 1.028  -0.44
C: 3.293 -0.088 -0.384  -0.07
N: -1.449 -0.743 -0.128  -0.40
N: -3.114 0.966 0.017  -0.76
O: 0.837 -0.773 0.833  -0.50
O: 2.024 0.321 -0.925  -0.39
P: -4.031 1.510 -1.282  0.52
S: -3.854 -1.603 0.222  0.63
H: -0.270 -2.425 -0.181  0.27
H: -2.822 -3.677 0.049  0.25
H: 4.135 1.788 0.208  0.22
H: 5.307 0.729 -0.367  0.24
H: 4.285 1.519 -1.507  0.23
H: -3.118 2.765 1.189  0.24
H: -1.460 2.023 0.720  0.24
H: -2.406 1.291 1.993  0.21
H: 3.247 -0.337 0.612  0.21
H: 3.565 -0.898 -0.940  0.20

Properties
Orbital gap (spin up / spin down) (eV): 6.6 / 6.7
Lowest unoccupied orbital energy (spin up / spin down) (eV): -4.703 / -4.395
Charge: +1
Max |F| (eV/A): 4.012
Energy relative to the best compared isomer or geometry (same formula, charge and spin) (kJ/mol): 584.5
Highest occupied orbital energy (spin up / spin down) (eV): -11.3209 / -11.1276

(3)
10 unconnected molecules or ions with the total composition C30H60O30. Source: the Open Molecules 2025 dataset; level of theory: wB97M-V/def2-TZVPD.

Last column: Mulliken charge in e.
CARTESIAN COORDINATES (ANGSTROEM)
C: 2.152 -0.335 2.868  -0.15
O: 3.022 -0.471 3.961  -0.42
C: 3.309 -1.721 4.476  0.74
O: 2.968 -2.792 3.917  -0.60
O: 3.790 -1.588 5.675  -0.33
C: 4.154 -2.759 6.399  -0.70
H: 2.285 0.676 2.484  0.33
H: 1.094 -0.499 3.074  -0.26
H: 2.352 -0.961 1.998  0.44
H: 4.793 -3.453 5.853  0.31
H: 3.231 -3.263 6.686  0.30
H: 4.510 -2.535 7.404  0.27
C: -3.083 5.400 -4.166  0.02
O: -3.657 4.263 -3.611  -0.35
C: -3.033 3.555 -2.691  0.75
O: -1.952 3.779 -2.167  -0.52
O: -3.784 2.461 -2.313  -0.39
C: -3.135 1.468 -1.555  -0.50
H: -3.398 5.703 -5.164  0.26
H: -2.012 5.242 -4.287  -0.35
H: -3.222 6.244 -3.490  0.34
H: -3.900 0.732 -1.307  0.26
H: -2.944 1.839 -0.548  0.23
H: -2.283 0.971 -2.018  0.27
C: 0.326 4.852 -5.556  -0.86
O: -0.515 4.089 -6.382  -0.25
C: -1.405 4.783 -7.140  0.84
O: -1.510 5.973 -7.327  -0.57
O: -2.178 3.875 -7.786  -0.35
C: -3.311 4.208 -8.447  -0.75
H: 1.143 4.290 -5.104  0.37
H: -0.198 5.151 -4.647  0.21
H: 0.816 5.659 -6.100  0.37
H: -4.180 3.607 -8.179  0.29
H: -3.187 4.232 -9.529  0.30
H: -3.607 5.229 -8.206  0.34
C: -2.703 -0.612 3.500  -0.46
O: -2.732 -1.561 2.462  -0.05
C: -3.916 -1.865 1.842  0.48
O: -4.981 -1.459 2.221  -0.56
O: -3.576 -2.590 0.784  -0.03
C: -4.616 -3.125 -0.013  -0.79
H: -1.705 -0.235 3.721  -0.25
H: -3.039 -0.985 4.468  0.40
H: -3.268 0.272 3.203  0.42
H: -4.115 -3.617 -0.846  0.23
H: -5.142 -2.266 -0.430  0.31
H: -5.283 -3.733 0.598  0.30
C: 3.250 -3.745 -1.220  -0.84
O: 3.828 -2.577 -0.647  -0.30
C: 4.068 -1.475 -1.416  0.77
O: 3.904 -1.375 -2.614  -0.59
O: 4.547 -0.457 -0.615  -0.27
C: 4.952 0.798 -1.239  -0.61
H: 3.029 -4.559 -0.530  0.32
H: 3.950 -4.169 -1.941  0.43
H: 2.488 -3.690 -1.997  0.34
H: 4.269 1.112 -2.028  0.19
H: 5.923 0.746 -1.732  0.34
H: 4.995 1.541 -0.443  0.24
C: 2.236 5.499 -0.091  -0.59
O: 2.536 5.826 -1.482  -0.34
C: 1.938 6.786 -2.112  0.93
O: 1.030 7.487 -1.701  -0.62
O: 2.483 7.023 -3.286  -0.36
C: 2.094 8.123 -4.050  -0.65
H: 1.299 4.944 -0.039  0.21
H: 2.261 6.480 0.383  0.38
H: 2.980 4.825 0.333  0.22
H: 1.055 7.949 -4.332  0.28
H: 2.624 8.217 -4.998  0.25
H: 2.198 9.058 -3.499  0.28
C: -0.893 1.708 6.961  -0.73
O: -1.379 1.962 5.663  -0.35
C: -0.525 2.073 4.674  0.89
O: 0.669 1.846 4.768  -0.59
O: -1.183 2.455 3.533  -0.35
C: -0.534 2.602 2.334  -0.31
H: -1.070 0.645 7.131  0.28
H: -1.465 2.316 7.662  0.27
H: 0.126 2.055 7.132  0.33
H: -1.346 3.067 1.776  0.23
H: -0.205 1.672 1.870  0.03
H: 0.285 3.308 2.473  0.36
C: -0.009 -3.358 3.703  -0.30
O: -1.013 -4.260 4.215  -0.36
C: -1.260 -5.425 3.479  0.69
O: -0.833 -5.699 2.348  -0.50
O: -2.105 -6.253 4.132  -0.33
C: -2.246 -7.650 3.825  -0.63
H: 0.689 -3.789 2.985  0.42
H: 0.586 -2.920 4.504  0.20
H: -0.396 -2.500 3.153  -0.05
H: -2.442 -8.171 4.762  0.28
H: -1.315 -8.113 3.500  0.26
H: -3.007 -7.848 3.069  0.29
C: 0.923 -9.177 0.590  -0.62
O: -0.377 -8.750 0.035  -0.30
C: -0.556 -7.590 -0.687  0.69
O: -1.564 -7.409 -1.393  -0.59
O: 0.427 -6.613 -0.499  -0.23
C: 0.062 -5.213 -0.603  -0.42
H: 1.412 -8.448 1.236  0.26
H: 1.636 -9.322 -0.222  0.32
H: 0.818 -10.121 1.125  0.25
H: -0.776 -4.831 -0.021  0.22
H: -0.177 -5.060 -1.656  0.49
H: 0.854 -4.539 -0.277  -0.06
C: -0.303 -1.414 -0.211  0.22
O: 0.173 -0.600 -1.240  -0.69
C: 0.586 0.639 -1.098  1.13
O: 0.866 1.182 -0.043  -0.47
O: 0.669 1.111 -2.342  -0.52
C: 1.184 2.470 -2.435  -0.06
H: 0.442 -1.500 0.580  -0.02
H: -0.441 -2.412 -0.627  -0.06
H: -1.211 -0.978 0.206  0.20
H: 0.970 2.898 -3.414  0.00
H: 2.232 2.293 -2.197  0.12
H: 0.702 3.169 -1.751  0.15

Properties
Orbital gap (eV): 11.1
Lowest unoccupied orbital energy (eV): 0.521
SMILES: COC(=O)OC.COC(=O)OC.COC(=O)OC.COC(=O)OC.COC(=O)OC.COC(=O)OC.COC(=O)OC.COC(=O)OC.COC(=O)OC.COC(=O)OC
Max |F| (eV/A): 4.576
Energy relative to the best compared isomer or geometry (same formula, charge and spin) (kJ/mol): 409.5
Highest occupied orbital energy (eV): -10.5913

(4)
A gas-phase ion, C10H7INO (charge +1). Source: the Open Molecules 2025 dataset; level of theory: wB97M-V/def2-TZVPD.

Last column: natural (NBO) charge in e.
CARTESIAN COORDINATES (ANGSTROEM)
I: -4.333 0.076 0.251  0.22
C: -2.670 -0.249 -1.045  0.10
O: -2.204 -1.572 -1.079  -0.46
C: -0.956 -1.623 -0.383  0.30
C: -0.215 -2.682 0.064  -0.22
C: 1.053 -2.274 0.516  -0.16
C: 1.464 -0.985 0.780  -0.22
C: 0.605 0.081 0.475  0.04
C: 0.880 1.494 0.600  -0.10
C: -0.022 2.322 0.064  -0.24
C: -1.207 1.846 -0.589  0.13
N: -1.478 0.580 -0.586  -0.27
C: -0.589 -0.299 -0.156  0.07
H: -2.831 -0.124 -2.121  0.25
H: -0.652 -3.731 -0.084  0.28
H: 1.883 -3.070 0.777  0.26
H: 2.475 -0.654 1.174  0.25
H: 1.654 1.996 1.077  0.25
H: 0.134 3.456 0.070  0.27
H: -2.066 2.323 -1.045  0.25

Properties
Orbital gap (eV): 7.9
Lowest unoccupied orbital energy (eV): -4.954
SMILES: I[C@@H]1Oc2cccc3ccc[n+]1c23
Charge: +1
Max |F| (eV/A): 4.283
Energy relative to the best compared isomer or geometry (same formula, charge and spin) (kJ/mol): 0.0
Highest occupied orbital energy (eV): -12.8799

(5)
2 unconnected molecules or ions with the total composition C3H6N2O3. Source: the Open Molecules 2025 dataset; level of theory: wB97M-V/def2-TZVPD.

Last column: natural (NBO) charge in e.
CARTESIAN COORDINATES (ANGSTROEM)
N: 1.856 0.874 -0.110  -0.87
C: 0.983 0.096 0.660  0.92
O: 0.994 0.140 1.872  -0.64
O: 0.869 -1.242 -0.122  -0.79
H: 2.541 1.368 0.440  0.40
H: 2.290 0.399 -0.886  0.40
H: 0.605 -1.936 0.506  0.50
O: -1.667 -1.978 0.045  -0.52
C: -1.363 -0.865 -0.238  0.74
C: -1.384 0.383 -0.984  -0.34
N: -1.071 0.380 0.483  -0.64
H: -0.604 0.880 -1.543  0.23
H: -2.363 0.723 -1.303  0.22
H: -1.686 0.778 1.181  0.41

Properties
Orbital gap (eV): 10.5
Lowest unoccupied orbital energy (eV): 0.721
SMILES: NC(=O)O.O=C1CN1
Max |F| (eV/A): 4.932
Energy relative to the best compared isomer or geometry (same formula, charge and spin) (kJ/mol): 389.2
Highest occupied orbital energy (eV): -9.8006

(6)
A molecular structure, C24H49Cl5KN4NaO8SSi. Source: the Open Molecules 2025 dataset; level of theory: wB97M-V/def2-TZVPD.

Last column: Mulliken charge in e.
CARTESIAN COORDINATES (ANGSTROEM)
C: 2.924 1.887 0.512  -0.68
C: 2.283 2.969 -0.358  -0.41
O: 2.079 2.562 -1.699  -0.39
C: 3.264 2.586 -2.492  -0.66
C: 3.654 1.236 -3.154  -0.91
Si: 2.420 -0.138 -2.838  0.49
O: 1.071 0.153 -3.814  -0.59
C: 2.953 -1.919 -3.107  0.26
C: 1.783 -2.886 -3.428  -0.20
C: 1.492 -3.940 -2.360  -1.19
C: 1.253 -3.409 -0.954  -0.66
C: -0.211 -2.991 -0.676  -0.48
C: -0.374 -1.528 -1.081  0.32
C: -1.662 -0.816 -0.728  -0.56
S: -3.133 -1.647 -1.412  -0.37
C: -4.020 -0.274 -2.147  0.09
N: -3.679 0.116 -3.326  -0.05
N: -4.481 1.227 -3.595  -0.45
C: -5.233 1.392 -2.558  0.01
O: -4.996 0.474 -1.587  -0.16
H: 2.139 1.354 1.038  0.20
H: 3.552 1.206 -0.050  0.26
H: 3.554 2.353 1.264  0.18
H: 1.303 3.208 0.041  0.31
H: 2.901 3.867 -0.364  0.36
H: 4.106 2.913 -1.886  0.32
H: 3.105 3.325 -3.274  0.29
H: 3.684 1.422 -4.222  0.59
H: 4.640 0.947 -2.811  0.42
H: 1.995 -0.060 -1.427  -0.26
H: 1.349 0.767 -4.497  0.30
H: 3.559 -2.295 -2.292  0.55
H: 3.629 -1.954 -3.958  -1.00
H: 2.053 -3.448 -4.325  0.17
H: 0.876 -2.352 -3.707  0.39
H: 2.346 -4.613 -2.332  0.41
H: 0.641 -4.536 -2.686  0.44
H: 1.874 -2.539 -0.761  0.44
H: 1.506 -4.186 -0.238  0.31
H: -0.893 -3.648 -1.214  0.44
H: -0.397 -3.130 0.389  0.11
H: 0.403 -0.967 -0.575  0.06
H: -0.245 -1.446 -2.155  -0.25
H: -1.630 0.164 -1.193  0.52
H: -1.806 -0.658 0.335  0.20
H: -5.950 2.181 -2.447  0.50
K: -5.065 -2.745 -2.505  0.99
C: 4.808 6.141 2.923  -1.22
C: 3.747 5.326 2.205  0.01
O: 3.370 4.186 2.970  -0.41
H: 5.688 5.526 3.118  0.29
H: 5.109 7.006 2.331  0.38
H: 4.435 6.493 3.888  0.33
H: 4.127 4.958 1.253  0.16
H: 2.859 5.938 2.008  0.30
H: 3.026 4.493 3.818  0.19
Cl: 5.463 -3.773 -3.603  -0.70
Na: 4.187 -2.986 -5.574  0.75
N: -10.624 3.123 -2.867  -0.52
C: -9.376 2.820 -2.524  -0.09
C: -9.053 1.903 -1.536  -0.01
C: -10.084 1.267 -0.863  -0.49
C: -11.390 1.573 -1.207  -0.30
C: -11.604 2.504 -2.214  -0.26
H: -8.599 3.344 -3.073  0.34
H: -8.018 1.694 -1.298  0.22
H: -9.875 0.545 -0.083  0.38
H: -12.226 1.103 -0.709  0.37
H: -12.610 2.770 -2.517  0.35
C: 0.285 -6.714 0.548  0.68
O: 0.373 -6.093 1.661  -0.80
O: 1.475 -7.395 0.206  -0.48
O: -0.635 -6.793 -0.240  -0.65
H: 2.026 -7.170 0.961  0.25
C: -3.885 -0.582 2.724  0.34
Cl: -5.045 -0.688 4.049  -0.14
Cl: -2.815 0.803 2.930  -0.12
Cl: -2.957 -2.073 2.574  -0.09
H: -4.440 -0.440 1.806  0.03
Cl: 5.527 -0.391 -5.188  -0.74
N: 1.752 -6.263 4.496  -0.43
H: 2.577 -6.861 4.467  0.39
H: 1.027 -6.702 5.061  0.38
H: 1.998 -5.356 4.891  0.40
H: 1.388 -6.132 3.523  0.27
C: 4.181 1.632 6.401  -1.14
C: 4.485 3.014 5.854  -0.04
O: 3.320 3.842 5.843  -0.54
H: 3.404 1.154 5.804  0.30
H: 5.072 1.004 6.387  0.32
H: 3.816 1.693 7.429  0.33
H: 4.827 2.954 4.823  0.24
H: 5.265 3.498 6.451  0.27
H: 3.002 3.923 6.747  0.28

Properties
Orbital gap (eV): 3.9
Lowest unoccupied orbital energy (eV): -1.890
Max |F| (eV/A): 2.925
Highest occupied orbital energy (eV): -5.8220